Computed, not measured: a structure of composition C62H155N10O21Zn at a distorted geometry, with the ωB97M-V functional and the def2-TZVPD basis.

XYZ file:
```
249
Properties=species:S:1:pos:R:3:forces:R:3
Zn -1.298847 -1.371553 -3.758920 1.06 0.95 2.37
C -0.304777 -0.391597 0.329996 0.07 -0.34 1.01
C 0.286494 -0.913681 -0.951199 0.87 0.17 -0.29
O -0.530177 -0.720676 -2.058879 -1.49 -0.39 -1.69
H -0.671347 0.632634 0.255413 -0.28 -0.13 -0.25
H 0.427037 -0.362296 1.145109 0.40 -0.05 -0.27
H -1.040809 -1.086132 0.742685 -0.48 0.34 -0.36
H 0.623687 -1.948807 -0.810080 -0.26 -0.21 -0.03
H 1.225916 -0.362855 -1.117496 0.10 0.08 -0.11
C 0.823247 -5.571197 -7.916564 0.54 -0.59 0.10
O 1.995829 -5.648550 -7.123338 0.20 0.86 -0.41
C 2.507328 -6.967438 -7.041678 -0.87 -0.16 0.74
C 3.685261 -6.933432 -6.067933 -0.18 0.67 -0.46
N 3.404954 -6.189725 -4.836797 -0.09 -1.58 0.18
C 4.600211 -6.099548 -4.006009 0.24 1.51 -0.02
C 4.339724 -5.234850 -2.785153 0.73 -0.24 1.04
O 4.016856 -3.912404 -3.165479 -0.48 0.26 -0.78
C 3.517016 -3.085526 -2.150049 -0.44 -0.65 1.26
H 0.037807 -6.106353 -7.375586 -0.32 -0.03 -0.36
H 1.035136 -6.024548 -8.888777 -0.33 -0.18 -0.04
H 0.521287 -4.545333 -8.121461 0.24 0.15 0.39
H 2.748141 -7.389546 -8.022971 0.50 0.34 -0.09
H 1.671208 -7.600173 -6.713672 0.18 -0.17 0.50
H 4.494581 -6.416315 -6.597626 0.28 -0.22 -0.15
H 4.010959 -7.945673 -5.831730 -0.02 -0.03 0.02
H 3.007722 -5.293351 -5.065881 0.37 0.16 0.01
H 5.429563 -5.633629 -4.555272 0.08 0.12 -0.18
H 5.024784 -7.046323 -3.671417 -0.61 -0.34 -0.07
H 5.202360 -5.159007 -2.110825 0.48 -0.25 -0.39
H 3.633642 -5.749003 -2.119581 -0.84 0.46 -0.35
H 4.222772 -2.840179 -1.346807 0.52 -0.02 -0.32
H 2.734523 -3.628270 -1.603234 -0.32 0.13 -0.12
H 3.102374 -2.145792 -2.510613 0.09 -0.15 -0.49
C 0.040366 1.075964 5.697016 -0.77 1.72 1.24
O -0.115786 1.872546 4.531002 0.61 -0.75 -0.42
C 0.818387 1.401318 3.549199 -0.47 -0.41 0.12
C 0.762885 2.311517 2.308980 0.04 -0.08 1.00
N 1.300770 3.634458 2.562042 0.72 0.90 -0.16
C 2.768939 3.682977 2.559697 -0.73 0.11 0.45
C 3.334427 5.059679 2.933354 -0.50 -0.57 -0.94
O 3.083548 5.416110 4.260692 0.00 0.13 0.89
C 4.001162 4.979148 5.240844 -0.19 -0.62 0.14
H -0.186516 0.008711 5.677157 0.31 -0.11 -0.85
H -0.689413 1.499757 6.394027 0.01 -0.08 0.09
H 1.013145 1.298087 6.140837 0.19 -0.50 -0.06
H 0.590258 0.335389 3.441955 -0.24 0.07 -0.99
H 1.827434 1.317908 3.972578 0.14 0.62 0.05
H -0.264674 2.448666 1.969649 -0.08 -0.33 0.06
H 1.336650 1.883132 1.486213 -0.07 -0.16 -0.01
H 0.977433 4.063591 3.420863 -0.34 -0.30 0.05
H 3.062565 3.401108 1.547575 0.47 0.06 0.08
H 3.159330 2.973560 3.302087 0.36 -0.26 -0.23
H 2.795975 5.822553 2.366080 0.24 -0.02 -0.28
H 4.390288 5.035157 2.645953 0.12 0.34 0.23
H 4.945794 5.525663 5.224849 0.01 0.11 -0.16
H 4.206549 3.905359 5.175805 0.15 -0.05 -0.32
H 3.537105 5.083506 6.221015 -0.08 0.39 -0.07
C -3.482792 10.152087 -5.215457 0.43 0.19 -0.04
O -3.443465 8.764080 -4.923401 -0.79 0.56 0.44
C -4.622166 8.117984 -5.378569 0.26 -0.61 -0.28
C -4.581849 6.692552 -4.845817 -0.08 0.52 -0.85
N -3.418335 6.001617 -5.408881 -0.10 0.09 0.98
C -3.112024 4.780540 -4.679241 0.93 -0.82 -0.17
C -2.729939 4.883888 -3.184594 0.16 -0.10 -0.52
O -2.226248 3.627893 -2.719474 -0.77 0.20 0.05
C -2.250171 3.585970 -1.296534 0.08 -0.64 -0.14
H -2.680526 10.641965 -4.665860 0.23 -0.18 -0.20
H -4.388257 10.678201 -4.900564 -0.32 -0.46 0.07
H -3.364649 10.301458 -6.291384 0.09 0.15 -0.04
H -4.611335 8.138629 -6.473649 -0.16 -0.14 -0.09
H -5.550734 8.584458 -5.037935 0.15 0.32 0.17
H -5.472676 6.164052 -5.191466 -0.16 0.03 0.30
H -4.578394 6.810589 -3.757835 -0.02 -0.36 0.09
H -2.664127 6.675952 -5.316039 0.31 -0.29 -0.10
H -2.301639 4.240357 -5.182282 0.39 0.42 -0.05
H -3.907362 4.042181 -4.820989 -0.53 0.37 0.33
H -3.619565 5.192275 -2.631274 0.10 -0.09 0.33
H -1.918118 5.593344 -3.001786 -0.23 0.48 -0.27
H -2.042073 2.552821 -1.019143 0.13 0.01 0.05
H -3.239391 3.836779 -0.907437 -0.03 0.14 -0.01
H -1.495213 4.230089 -0.838999 -0.02 0.16 -0.09
C -4.297421 -0.308853 -3.210692 -0.63 -0.08 0.21
O -3.036452 -0.163087 -3.851388 -0.66 -0.30 0.09
C -2.935457 1.042700 -4.653042 1.24 -1.20 0.59
C -1.397589 1.130515 -4.869444 -2.14 1.72 -0.33
N -0.959791 -0.159602 -5.371837 0.93 -0.09 0.28
C 0.514836 -0.287239 -5.457690 -0.09 1.31 -0.73
C 0.835534 -1.722301 -5.670023 -0.52 0.14 0.78
O 0.472601 -2.336558 -4.409017 0.09 -0.22 -0.35
C 0.784962 -3.728438 -4.434591 0.19 -0.36 0.13
H -4.335608 0.265890 -2.284162 0.12 0.02 -0.01
H -4.497244 -1.357483 -2.993751 0.31 -0.01 0.07
H -5.106400 0.021450 -3.865704 0.11 0.11 -0.09
H -3.352891 1.867002 -4.078845 0.26 0.18 -0.12
H -3.494535 0.853408 -5.572330 0.04 0.25 -0.11
H -0.946807 1.432957 -3.924150 0.21 -0.55 0.08
H -1.245522 1.976708 -5.546258 0.39 -0.23 -0.29
H -1.332672 -0.337405 -6.298487 -0.25 0.04 0.07
H 0.945316 0.103484 -4.534431 0.03 -0.19 0.06
H 0.875659 0.345671 -6.271633 0.24 -0.15 -0.01
H 1.889729 -1.846975 -5.913042 -0.06 -0.35 0.02
H 0.139356 -2.130378 -6.409314 0.51 -0.20 -0.44
H 0.630856 -4.180463 -3.455678 -0.18 0.28 0.07
H 1.847023 -3.808376 -4.660646 -0.11 -0.20 -0.16
H 0.152060 -4.225032 -5.173244 0.25 -0.17 -0.07
C -3.937133 0.884151 0.599726 0.84 -0.62 -0.89
O -3.870955 1.198438 1.953127 -0.46 0.16 0.29
C -3.353073 2.486781 2.279934 -0.87 0.12 -0.50
C -3.595713 2.685521 3.771379 -0.19 -0.39 -0.67
N -5.012121 2.440953 4.055672 0.71 0.91 -0.31
C -5.244521 2.258090 5.481112 -0.39 0.04 -0.96
C -6.746131 2.283537 5.721262 0.34 -0.38 0.73
O -7.280065 1.173433 5.031215 -0.15 -0.09 -0.39
C -8.673839 1.026210 5.201561 0.12 0.28 0.17
H -4.438924 -0.075606 0.457568 0.25 -0.20 0.44
H -2.903069 0.813384 0.241790 -0.06 -0.25 -0.38
H -4.465128 1.521695 -0.123289 -0.17 0.85 0.72
H -3.927092 3.220909 1.701507 -0.17 0.16 0.14
H -2.321846 2.612054 1.937067 0.21 -0.28 0.40
H -3.335547 3.714173 4.024763 0.12 -0.03 0.17
H -2.943027 1.989137 4.311865 0.16 0.08 0.14
H -5.308123 1.652268 3.497971 -0.17 -0.18 0.31
H -4.752343 3.078424 6.005536 -0.07 -0.04 0.15
H -4.783381 1.305119 5.767056 -0.22 -0.02 0.62
H -7.196209 3.230932 5.408695 0.11 -0.01 -0.46
H -6.975310 2.220184 6.792967 0.10 -0.26 0.12
H -9.103394 0.407009 4.414868 0.30 -0.08 -0.09
H -9.146898 2.010637 5.145099 -0.21 -0.04 0.12
H -8.878821 0.553436 6.166547 -0.18 0.12 0.08
C -0.021054 -5.346403 -0.576718 -0.59 0.74 0.53
O -0.312126 -5.404279 0.813175 0.95 -0.31 -0.41
C -0.730964 -6.678540 1.262583 -0.04 0.95 1.98
C -1.006575 -6.465764 2.761534 -0.46 -0.51 0.36
N -1.357243 -7.748141 3.397287 -0.33 -0.01 -0.02
C -1.984636 -7.608848 4.721091 -0.07 0.08 0.03
C -0.999810 -7.108288 5.764724 -0.87 -0.83 -0.64
O -0.798347 -5.731214 5.572914 1.13 0.07 0.70
C -0.007657 -5.193765 6.654434 -0.88 0.62 -0.76
H -1.004749 -5.122403 -1.000951 0.27 -0.28 -0.96
H 0.490376 -6.208113 -1.010417 -0.37 -0.38 0.23
H 0.650620 -4.504532 -0.757996 -0.14 0.19 0.18
H 0.078377 -7.410620 1.233470 -0.16 -0.23 -0.65
H -1.676077 -6.976909 0.800743 0.21 -0.32 -0.43
H -1.817864 -5.747123 2.930136 -0.08 0.21 -0.33
H -0.144597 -6.044991 3.276202 0.18 -0.09 -0.25
H -2.066078 -8.182500 2.814894 0.12 -0.15 -0.11
H -2.363746 -8.576440 5.056814 0.30 -0.21 -0.19
H -2.884580 -6.981209 4.696766 0.11 0.39 -0.02
H -0.124162 -7.751608 5.612139 0.50 0.51 0.13
H -1.386514 -7.350113 6.761328 -0.06 0.32 0.13
H 0.317534 -4.190703 6.376251 -0.01 -0.09 -0.26
H 0.876010 -5.794383 6.864597 -0.14 -0.22 0.21
H -0.701172 -5.059800 7.486302 0.40 -0.33 0.50
C 3.931141 0.851460 6.208389 0.93 -0.07 0.72
O 3.321693 -0.142545 5.422258 -0.71 0.26 0.17
C 4.139593 -0.638707 4.378534 -0.69 0.12 -0.23
C 3.482296 -1.924960 3.843779 0.57 0.29 -0.11
N 2.088275 -1.751638 3.452139 0.11 0.04 0.44
C 1.409961 -3.026458 3.164012 -0.31 0.94 -0.33
C -0.094897 -2.816854 3.284136 -0.51 -0.90 0.74
O -0.348305 -2.469760 4.637879 0.84 0.60 0.25
C -1.692504 -2.303917 4.973316 -0.52 -1.20 -0.24
H 4.744142 1.339930 5.664907 0.05 0.02 0.01
H 4.329258 0.394873 7.121570 0.38 -0.13 -0.15
H 3.305127 1.645807 6.621381 -0.74 -0.20 -0.70
H 5.158651 -0.777826 4.749994 0.01 -0.49 -0.06
H 4.205534 0.125714 3.594310 -0.08 -0.01 -0.17
H 3.594996 -2.703546 4.607195 0.03 -0.12 0.05
H 4.041130 -2.231469 2.955544 0.16 -0.14 0.05
H 1.625596 -1.354162 4.264734 -0.11 0.03 -0.02
H 1.706127 -3.825708 3.851170 0.00 -0.08 0.08
H 1.653698 -3.331989 2.144557 -0.01 -0.15 -0.01
H -0.633253 -3.760377 3.130958 0.23 -0.04 -0.43
H -0.545323 -2.076930 2.615873 0.42 0.18 -0.10
H -1.763080 -2.284839 6.060356 0.02 0.69 -0.03
H -2.259240 -3.211614 4.714983 -0.01 0.01 -0.21
H -2.166304 -1.475787 4.436167 0.14 0.28 0.39
C -9.219246 -4.734466 3.573960 0.21 0.10 -0.21
O -8.265096 -3.714880 3.338668 -0.05 0.40 1.10
C -7.826415 -3.130449 4.570520 0.06 0.16 -0.02
C -6.680327 -2.178777 4.321882 0.27 -0.08 0.88
N -5.583969 -2.783025 3.577658 -0.61 0.62 -1.01
C -4.712533 -1.702930 3.077884 0.03 -0.51 0.56
C -3.653124 -2.266426 2.177751 -0.09 -0.73 -0.49
O -4.322273 -2.583943 0.961461 -0.57 0.67 -0.67
C -3.522029 -2.945808 -0.119074 0.69 -0.47 -0.10
H -9.506267 -5.098834 2.589432 0.01 -0.27 0.13
H -10.120342 -4.387857 4.089024 0.03 0.29 0.00
H -8.770093 -5.513154 4.196196 -0.06 -0.24 -0.16
H -7.543630 -3.864558 5.331989 0.21 -0.55 -0.43
H -8.611393 -2.562462 5.082159 -0.38 0.08 -0.36
H -6.267064 -1.933284 5.306565 -0.25 0.32 0.05
H -7.049227 -1.245434 3.881477 0.02 0.00 -0.17
H -6.062830 -3.136721 2.750122 0.37 -0.44 -0.07
H -4.270343 -1.203414 3.942962 0.04 0.07 -0.07
H -5.260763 -0.955233 2.496082 -0.09 0.13 0.12
H -3.293037 -3.239859 2.529252 0.41 0.31 0.49
H -2.835270 -1.555825 2.020809 0.00 -0.02 -0.09
H -2.901037 -3.819484 0.117567 -0.01 -0.15 0.06
H -2.814379 -2.179594 -0.463904 -0.11 0.37 0.24
H -4.153951 -3.206373 -0.969228 -0.22 -0.02 0.15
C 1.323605 3.541548 -1.144591 -0.49 -0.10 1.35
O 2.703437 3.695070 -1.300384 0.68 0.34 -0.62
C 3.143684 5.032842 -1.020975 0.15 -0.25 -0.63
C 4.628008 5.169369 -1.295612 0.76 -0.54 1.16
N 5.401233 4.347924 -0.335607 0.16 -0.66 -1.13
C 6.791263 4.176953 -0.781777 0.54 0.40 0.73
C 7.620200 5.454408 -0.560022 -0.90 -1.06 0.28
O 8.966553 5.041729 -0.452463 -0.53 0.83 0.01
C 9.810987 6.116779 -0.114058 0.79 -0.36 -0.14
H 1.070944 3.618914 -0.076441 -0.05 0.20 0.03
H 1.024510 2.524745 -1.407016 0.11 0.11 -0.51
H 0.724568 4.312839 -1.640336 0.14 -0.15 -0.45
H 2.910701 5.254787 0.022076 0.05 0.21 0.05
H 2.631888 5.732346 -1.688974 -0.33 0.04 0.12
H 4.947962 6.201215 -1.127143 -0.37 0.16 -0.06
H 4.942397 4.932428 -2.319214 -0.51 -0.13 -0.26
H 5.039322 3.380196 -0.329946 -0.20 0.96 0.11
H 6.977746 3.823359 -1.804338 -0.62 0.18 -0.34
H 7.231682 3.380710 -0.177443 0.04 0.20 0.31
H 7.240820 5.921932 0.355545 0.28 -0.01 0.25
H 7.408414 6.174759 -1.358301 0.55 0.05 -0.25
H 10.807428 5.673069 -0.098719 0.10 0.31 -0.07
H 9.639063 6.548494 0.876940 -0.39 -0.13 0.04
H 9.769243 6.919352 -0.856114 0.01 0.00 -0.05
C 3.482691 1.714619 -7.519529 -0.31 -0.38 0.53
O 3.515194 0.565356 -6.667476 0.13 0.33 0.38
C 4.419908 0.750525 -5.579245 0.38 0.71 0.34
C 3.903668 1.806453 -4.554563 -0.64 0.01 -0.06
N 4.635278 1.974052 -3.313996 1.11 -1.30 -0.35
C 4.784876 0.709532 -2.578839 -1.02 0.72 0.70
C 5.524264 0.937454 -1.259529 0.51 -0.89 -0.17
O 4.813198 1.641909 -0.243495 0.55 -0.36 -0.25
C 3.996999 0.807877 0.538467 -1.39 -0.26 -0.60
H 2.796176 1.466459 -8.326106 0.25 0.06 -0.21
H 4.488359 1.959525 -7.864259 -0.03 -0.06 -0.26
H 3.083412 2.582163 -6.990018 -0.02 0.05 -0.03
H 5.393748 1.059277 -5.971837 0.06 0.22 -0.04
H 4.620974 -0.217920 -5.124299 -0.49 -0.10 0.01
H 2.857585 1.551451 -4.314604 -0.19 -0.22 -0.25
H 3.867003 2.796234 -5.013227 0.04 -0.10 -0.20
H 4.152023 2.636954 -2.726022 -0.17 0.18 0.14
H 5.247373 -0.069592 -3.183297 0.53 0.27 0.09
H 3.793269 0.286801 -2.346139 -0.22 -0.05 0.08
H 6.462656 1.438649 -1.498863 -0.17 0.49 0.25
H 5.833656 -0.024831 -0.837343 -0.12 -0.16 -0.08
H 3.188574 0.419526 -0.095197 0.10 -0.42 -0.05
H 3.428963 1.373564 1.273035 0.62 0.30 0.19
H 4.503020 -0.033916 1.015879 0.32 0.12 -0.03
```
Forces are in eV/Å.

Properties
2S+1 = 1
net charge = +1
HOMO = -9.74 eV